Molecular formula: C6H16FN2P
Method: DFT, ωB97M-V/def2-TZVPD

The value obtained for the HOMO energy (spin up / spin down) is -8.343 / -6.539 eV. The gap between HOMO and LUMO (spin up / spin down) comes out at 8.698 / 6.537 eV. Its spin multiplicity is 1. Its net charge is 0. The value obtained for the calculated total energy is -788.8308 Ha. The relative energy (zero: lowest compared OMol25 entry of this formula, charge and spin) comes out at 0.0 kcal per mole.

Positions of all 26 atoms, in Å:
C1 0.965 2.156 0.088
C2 2.520 1.635 -1.594
C3 -0.698 -1.194 1.694
C4 -3.130 -1.450 0.947
C5 2.107 1.171 -0.168
C6 -1.714 -0.829 0.624
N1 1.793 -0.161 -0.024
N2 -1.369 -1.387 -0.685
F1 -0.276 -1.725 -2.763
P1 -0.546 -0.516 -1.740
H1 1.562 3.036 0.478
H2 0.429 2.483 -0.738
H3 0.281 1.945 0.917
H4 2.688 2.745 -1.587
H5 1.746 1.239 -2.183
H6 3.539 1.282 -1.819
H7 -1.237 -0.858 2.623
H8 -0.690 -2.293 1.668
H9 0.255 -0.700 1.283
H10 -3.138 -2.533 0.768
H11 -3.874 -0.957 0.387
H12 -3.282 -1.301 2.007
H13 2.956 1.327 0.573
H14 -1.959 0.211 0.389
H15 2.513 -0.845 -0.408
H16 -1.444 -2.479 -0.735

Cartesian forces (eV/Å) of the 6 atoms listed first:
C 1.86 0.84 3.77
C 2.89 0.78 1.97
C -0.65 1.36 -1.00
C 2.02 -0.07 0.80
C 0.94 1.83 -0.78
C -2.58 -1.48 -0.86